# 1
Molecular formula: C44H40Br4ClNO4P3SeTl
Method: DFT, the ωB97M-V functional and the def2-TZVPD basis

Summary:
Gap between HOMO and LUMO   5.8 eV
LUMO level   3.8 eV
HOMO energy   -2.0 eV
Relative energy (zero: lowest compared OMol25 entry of this formula, charge and spin)   73.3 kcal per mole
Charge   -2
Electronic energy   -446556.194 eV

CARTESIAN COORDINATES (ANGSTROEM)
Tl 1.107 -0.692 -1.180
O 4.576 -2.622 1.313
C 3.561 -1.937 1.287
O 2.419 -2.232 0.849
C 3.576 -0.488 1.890
P 1.768 -0.171 1.912
C 1.868 1.522 2.654
C 1.945 1.843 4.002
C 2.076 3.163 4.396
C 2.134 4.176 3.451
C 2.057 3.870 2.103
C 1.920 2.552 1.718
C 1.203 -1.150 3.333
C -0.221 -0.853 3.681
C -0.917 -1.797 4.682
C -0.074 -2.910 5.203
C 1.190 -3.083 4.813
C 1.833 -2.212 3.856
H 4.060 0.213 1.202
H 4.063 -0.394 2.865
H 1.900 1.054 4.744
H 2.136 3.402 5.451
H 2.243 5.205 3.767
H 2.089 4.649 1.354
H 1.835 2.302 0.667
H -0.330 0.202 3.950
H -1.391 -1.268 5.518
H -0.546 -3.598 5.893
H 1.772 -3.910 5.199
H 2.835 -2.466 3.548
Br -2.033 -3.083 -7.675
C -1.581 -1.977 -6.192
C -2.258 -0.794 -5.972
Br -3.684 -0.279 -7.118
C -1.906 -0.008 -4.873
Br -2.772 1.664 -4.587
C -0.911 -0.358 -3.967
O -0.584 0.375 -2.960
C -0.225 -1.626 -4.169
O 0.657 -2.039 -3.356
C -0.587 -2.366 -5.304
Br 0.386 -3.982 -5.573
Cl 0.478 3.163 -7.389
C 1.086 2.334 -5.992
C 1.328 0.929 -6.114
C 1.917 0.272 -5.097
C 2.359 0.947 -3.904
C 3.189 0.341 -3.030
C 1.893 2.332 -3.689
C 1.364 3.016 -4.869
H 1.038 0.425 -7.024
H 2.125 -0.783 -5.167
H 3.606 0.873 -2.188
H 3.540 -0.663 -3.198
H 2.617 2.938 -3.141
H 1.158 4.073 -4.784
Se 0.329 2.404 -2.264
C 1.090 3.972 -1.625
N 1.560 4.938 -1.205
C -2.588 0.748 -0.584
P -1.177 0.770 0.611
C -1.992 -0.162 1.978
C -1.209 -1.284 2.569
C -1.943 -2.194 3.586
C -3.336 -1.787 3.919
C -3.891 -0.684 3.418
C -3.219 0.133 2.428
C -1.383 2.475 1.275
C -1.576 3.544 0.405
C -1.709 4.832 0.888
C -1.664 5.070 2.251
C -1.435 4.019 3.123
C -1.288 2.735 2.638
H -3.452 1.318 -0.243
H -2.865 -0.294 -0.739
H -2.231 1.144 -1.532
H -0.691 -1.828 1.772
H -1.899 -3.260 3.347
H -3.864 -2.411 4.632
H -4.891 -0.389 3.713
H -3.768 0.981 2.041
H -1.616 3.367 -0.664
H -1.844 5.651 0.197
H -1.796 6.073 2.632
H -1.362 4.200 4.187
H -1.101 1.924 3.326
C -0.990 -4.260 0.554
P -0.493 -3.226 -0.912
C -1.794 -3.834 -2.083
C 0.937 -4.254 -1.431
H -1.097 -5.308 0.272
H -1.928 -3.903 0.977
H -0.207 -4.170 1.303
H -1.686 -4.901 -2.275
H -1.716 -3.297 -3.025
H -2.776 -3.633 -1.656
H 0.716 -5.319 -1.336
H 1.777 -3.986 -0.793
H 1.180 -4.006 -2.459

# 2
Molecular formula: C29H48NP3PtSSe
Method: DFT, the ωB97M-V functional and the def2-TZVPD basis

Summary:
Gap between HOMO and LUMO (spin up / spin down)   6.0 / 3.4 eV
LUMO level (spin up / spin down)   -10.6 / -15.0 eV
Spin multiplicity   5
HOMO energy (spin up / spin down)   -16.6 / -18.4 eV
Relative energy (zero: lowest compared OMol25 entry of this formula, charge and spin)   0.0 kcal per mole
Charge   +4
Electronic energy   -139594.753 eV

CARTESIAN COORDINATES (ANGSTROEM)
Pt 0.069 0.793 -0.110
P 0.307 2.781 1.320
P -2.281 1.011 -0.466
P 2.378 0.384 -0.493
H -1.419 -2.683 -8.889
C -0.561 -3.338 -8.711
C -0.723 -4.603 -8.297
H -1.716 -5.028 -8.127
C 0.445 4.347 0.403
C -1.104 3.072 2.436
C 1.799 2.731 2.363
C -2.966 -0.107 -1.740
C -3.353 0.682 0.986
C -2.788 2.664 -1.084
C 2.676 -0.907 -1.749
C 3.329 -0.191 0.962
C 3.314 1.832 -1.116
H 0.431 -2.936 -8.940
H 0.130 -5.272 -8.152
H 0.478 5.192 1.104
H -0.416 4.464 -0.262
H 1.359 4.339 -0.197
H -0.894 3.918 3.105
H -1.299 2.190 3.053
H -1.999 3.301 1.846
H 1.848 3.619 3.009
H 2.696 2.707 1.735
H 1.786 1.842 3.002
H -4.065 -0.127 -1.703
H -2.587 -1.119 -1.559
H -2.640 0.217 -2.735
H -4.299 1.243 0.906
H -2.844 0.969 1.909
H -3.577 -0.392 1.043
H -3.882 2.732 -1.167
H -2.347 2.817 -2.078
H -2.432 3.461 -0.422
H 3.741 -1.180 -1.792
H 2.348 -0.550 -2.732
H 2.092 -1.797 -1.488
H 4.404 -0.260 0.732
H 2.967 -1.180 1.273
H 3.187 0.497 1.801
H 4.393 1.622 -1.104
H 3.120 2.718 -0.502
H 3.003 2.049 -2.145
C 0.206 0.792 -3.946
C -0.180 -0.558 -3.929
C -0.276 -1.274 -5.129
C 0.071 -0.668 -6.338
C 0.493 0.670 -6.356
C 0.546 1.402 -5.173
Se 0.244 1.961 -2.403
H -0.131 -0.404 -1.183
H -0.415 -1.044 -2.979
H -0.626 -2.307 -5.113
H 0.009 -1.239 -7.267
H 0.771 1.149 -7.294
H 0.845 2.452 -5.183
N -0.006 -0.550 1.480
S -0.110 -0.250 3.073
C 1.274 -0.993 3.974
C 1.776 -0.325 5.108
C 2.874 -0.847 5.792
C 3.465 -2.044 5.360
C 2.963 -2.707 4.233
C 1.852 -2.195 3.550
C -1.555 -1.079 3.764
C -1.935 -2.360 3.351
C -3.072 -2.954 3.917
C -3.815 -2.272 4.886
C -3.436 -0.984 5.291
C -2.298 -0.393 4.744
H -0.005 -1.550 1.295
H 1.297 0.597 5.446
H 3.264 -0.314 6.659
H 4.321 -2.443 5.900
H 3.436 -3.625 3.882
H 1.441 -2.734 2.695
H -1.346 -2.903 2.612
H -3.372 -3.956 3.604
H -4.695 -2.733 5.333
H -4.012 -0.435 6.036
H -1.966 0.593 5.079

# 3
Molecular formula: C3H3NOS
Method: DFT, the ωB97M-V functional and the def2-TZVPD basis

Summary:
Gap between HOMO and LUMO   9.7 eV
LUMO level   0.6 eV
HOMO energy   -9.1 eV
Relative energy (zero: lowest compared OMol25 entry of this formula, charge and spin)   33.2 kcal per mole
Electronic energy   -17530.499 eV

CARTESIAN COORDINATES (ANGSTROEM)
C 0.611 -0.346 -0.001
C -0.248 0.715 -0.015
C -1.487 0.048 -0.021
H 2.612 0.753 -0.054
H 0.088 1.761 0.128
H -2.520 0.396 -0.024
N -1.411 -1.241 -0.015
O -0.007 -1.539 0.014
S 2.362 -0.547 -0.012